[1]
This record from the Open Molecules 2025 dataset describes a structure of composition C23H39N2O3P3Re. The level of theory is the ωB97M-V functional and the def2-TZVPD basis.

```
71
Properties=species:S:1:pos:R:3:forces:R:3:mulliken_spin:R:1
P 2.32896 -0.46625 -0.69344 1.28 -0.06 0.07 0.1642
C 3.20351 -0.71698 0.91002 -0.93 0.42 0.15 0.0131
H 4.12530 -1.27410 0.72008 -0.20 0.10 0.04 0.0016
H 2.54345 -1.25031 1.60888 0.47 0.01 -0.19 -0.0011
H 3.45037 0.27305 1.31159 0.02 -0.31 0.05 -0.0011
C 2.86527 -2.01236 -1.53235 -0.48 -0.29 -0.30 0.0279
H 2.88113 -1.90917 -2.62630 0.13 -0.09 0.56 0.0002
H 2.17469 -2.83081 -1.26354 0.43 0.24 -0.11 -0.0006
H 3.87841 -2.25338 -1.16253 -0.48 0.16 -0.21 0.0077
C 3.32067 0.89646 -1.39824 -0.20 0.02 -0.22 0.0131
H 4.33214 0.51966 -1.59505 -0.11 0.19 0.04 0.0052
H 3.35385 1.71016 -0.66739 0.18 -0.12 -0.09 -0.0003
H 2.87039 1.27838 -2.32172 0.41 -0.08 0.38 -0.0018
P -0.77023 2.82760 -1.22106 -0.96 2.96 0.67 0.0601
C -0.92623 3.92387 0.24469 0.00 -0.39 0.13 0.0150
H -1.39430 4.84657 -0.12626 0.13 -0.19 0.20 -0.0007
H 0.06170 4.15270 0.67255 -0.37 0.04 -0.23 -0.0021
H -1.56066 3.47718 1.02277 0.17 0.33 -0.26 0.0000
C 0.34350 3.83959 -2.20118 0.24 -0.03 -0.54 0.0201
H 0.30733 3.56364 -3.25850 0.07 0.40 0.33 0.0027
H 1.37204 3.72597 -1.83023 -0.25 0.13 -0.08 -0.0009
H 0.01320 4.87594 -2.05486 0.17 -0.14 -0.14 0.0019
C -2.45445 2.83893 -1.88371 -0.19 -0.11 -0.38 0.0337
H -2.64807 3.88023 -2.17044 -0.19 -0.14 0.02 0.0056
H -3.17667 2.52057 -1.11759 0.24 0.24 -0.15 0.0029
H -2.55465 2.18685 -2.75914 -0.11 0.39 0.36 -0.0065
P -1.68198 -1.49102 -0.60190 -0.67 -0.77 -0.13 0.1909
C -2.50733 -1.98945 0.94783 0.59 0.47 0.26 0.0042
H -3.18306 -2.81888 0.70325 0.16 0.22 0.08 0.0026
H -3.05782 -1.13857 1.36388 -0.14 -0.38 -0.15 0.0007
H -1.75920 -2.31161 1.67668 -0.16 -0.06 -0.08 -0.0004
C -3.17736 -1.34878 -1.64824 0.05 0.22 -0.23 0.0135
H -3.91134 -2.08487 -1.29129 0.20 0.21 -0.15 0.0046
H -2.98002 -1.49935 -2.71153 -0.20 -0.09 0.42 -0.0019
H -3.59158 -0.33790 -1.52536 -0.04 -0.27 0.04 0.0010
C -0.72153 -2.97422 -1.02048 0.34 -0.14 -0.22 0.0295
H -1.41165 -3.82360 -1.14353 0.19 0.19 0.10 0.0059
H -0.02807 -3.17523 -0.19014 -0.28 -0.04 -0.16 0.0010
H -0.12934 -2.84251 -1.93688 -0.38 -0.15 0.48 -0.0054
Re -0.15202 0.65504 -0.86347 0.59 -2.75 -0.19 1.0736
C 0.89452 1.50690 0.49891 3.43 3.72 3.53 0.0604
O 1.51082 2.17169 1.27655 -2.97 -3.51 -3.63 0.0460
C -1.48677 0.92265 0.48205 -4.82 1.79 3.69 0.0113
O -2.34638 1.24545 1.25959 4.49 -2.00 -3.93 0.0340
C -1.36329 0.17504 -3.76233 0.04 -0.26 -0.38 0.0002
C -0.77044 -1.09087 -3.63242 -0.14 0.09 -0.45 0.0589
C 0.61772 -1.20980 -3.57524 0.17 -0.04 -0.67 0.0475
C 1.42588 -0.07234 -3.69049 -0.07 -0.05 -0.51 0.0203
C 0.84074 1.18925 -3.83092 0.14 -0.17 -0.48 0.0190
C -0.55777 1.31196 -3.90567 0.16 -0.22 -0.22 0.0205
H -2.43659 0.24749 -3.95515 0.31 0.02 0.16 0.0016
H -1.37019 -2.00211 -3.77421 0.28 0.50 0.31 -0.0037
H 1.07163 -2.20329 -3.65553 -0.20 0.38 0.17 0.0082
H 2.50261 -0.19091 -3.87359 -0.51 0.12 0.32 -0.0015
H 1.47765 2.04112 -4.08613 -0.20 -0.27 0.20 0.0008
H -1.00722 2.24732 -4.26620 0.20 -0.39 0.42 -0.0057
N -0.50416 -2.50387 7.21311 2.98 0.17 -0.70 0.1248
C 0.60965 -2.12452 6.50019 -5.47 0.26 0.42 -0.0060
O 1.73831 -2.48310 6.78376 1.74 -0.48 0.38 0.8453
C 0.30886 -1.29115 5.28767 0.80 0.75 -1.87 0.0368
C -0.95286 -1.17071 4.68347 -0.07 0.14 0.36 0.0032
C -1.07882 -0.45783 3.47532 0.49 -0.40 0.54 0.0108
N -0.03348 0.02799 2.77587 0.00 0.19 1.33 -0.0046
C 1.15563 -0.00114 3.39890 -0.40 -0.50 0.61 0.0042
C 1.36554 -0.65673 4.62540 0.31 -0.14 0.05 -0.0067
H -0.34601 -3.02084 8.06706 -0.19 -0.18 0.30 -0.0048
H -1.35932 -1.98647 7.11557 -0.19 0.23 0.05 -0.0037
H -1.84495 -1.58207 5.15217 0.07 0.08 -0.31 0.0017
H -2.07520 -0.27166 3.07569 0.33 -0.21 0.13 0.0010
H 1.99333 0.50958 2.93282 -0.24 -0.19 0.09 0.0017
H 2.37223 -0.72006 5.03797 -0.18 0.25 -0.12 -0.0016
```
Forces are in eV/Å.

Summary:
E = -63559.779 eV
Spin multiplicity = 4
Energy above the lowest of the compared OMol25 structures with the same formula, charge and spin = 22.24 kcal/mol
Largest force on an atom = 6.33 eV Å⁻¹
LUMO energy (spin up / spin down) = -12.12 / -15.18 eV
Charge = +4
HOMO-LUMO gap (spin up / spin down) = 7.79 / 5.55 eV

[2]
This record from the Open Molecules 2025 dataset describes a cluster of 10 separate species, C23H39N7O3 in total. The level of theory is the ωB97M-V functional and the def2-TZVPD basis.

```
72
Properties=species:S:1:pos:R:3:forces:R:3:mulliken_charge:R:1
C 6.06800 1.24105 2.47253 -0.06 0.48 0.22 -1.1330
C 5.61777 -0.00131 1.74631 0.35 -0.26 -0.17 0.7995
C 4.42185 -0.72657 2.30468 0.44 0.06 0.83 -0.4967
O 6.23060 -0.36911 0.76887 -0.18 -0.19 -0.03 -0.5632
H 6.61463 1.87228 1.77576 -0.01 0.03 0.02 0.3446
H 6.73695 1.00381 3.30466 0.02 -0.29 -0.12 0.3457
H 5.25133 1.80498 2.92974 -0.12 -0.09 -0.20 0.1850
H 4.37036 -1.79335 2.10638 0.01 0.12 -0.64 0.3062
H 3.53641 -0.18165 1.97480 -0.17 -0.19 0.12 -0.2266
H 4.50345 -0.68586 3.39623 -0.35 0.34 -0.02 0.4800
C -5.29685 2.44634 -4.94175 -0.17 0.32 -0.16 -1.1088
C -4.37521 1.25593 -5.00865 -0.02 -0.12 0.05 0.7545
C -2.90273 1.47147 -4.78132 0.69 -0.12 0.73 -0.5655
O -4.80493 0.14494 -5.21959 -0.05 -0.01 -0.01 -0.5378
H -5.67716 2.65737 -5.94491 0.11 -0.02 -0.02 0.3134
H -4.79690 3.33810 -4.56984 -0.02 0.00 0.00 0.3146
H -6.17882 2.24229 -4.33552 0.10 -0.18 0.07 0.3219
H -2.65225 2.40093 -4.26928 -0.20 0.17 -0.26 0.3157
H -2.29597 1.39288 -5.68371 -0.27 0.07 -0.21 0.3297
H -2.52746 0.69062 -4.11344 -0.13 -0.10 -0.12 -0.1289
C 0.67549 4.14727 4.04413 0.41 -0.20 -0.29 -1.3147
C 0.77784 2.64766 4.20020 -0.63 -0.14 -0.42 0.7792
C 1.67351 1.92751 3.22515 0.57 0.01 -0.01 -0.2655
O 0.13197 2.04265 5.02658 0.19 0.12 0.05 -0.5647
H -0.22412 4.52866 4.51329 0.03 0.04 0.13 0.3467
H 0.69331 4.38716 2.97921 -0.15 0.07 0.04 0.3416
H 1.57635 4.60799 4.45931 -0.12 0.06 0.16 0.3455
H 1.53003 0.85086 3.27580 0.02 0.00 0.14 -0.2698
H 2.71332 2.16946 3.48001 -0.03 -0.14 0.08 0.2369
H 1.57730 2.25539 2.18857 -0.30 0.14 0.08 0.3146
C -2.77994 -2.04382 -3.34835 -0.69 -1.33 0.20 0.0770
C -2.66446 -3.50200 -3.18854 0.27 0.34 -0.18 0.0620
N -2.62718 -4.63848 -3.04675 -0.03 -0.27 0.11 -0.4597
H -2.01694 -1.66425 -4.01561 0.09 0.18 0.14 0.3822
H -2.74413 -1.64521 -2.33803 0.20 0.49 -0.21 -0.3279
H -3.77859 -1.92103 -3.77261 0.13 0.56 -0.08 0.2694
C 0.58655 -0.54723 0.24174 0.60 -0.03 -0.23 0.3115
C -0.13778 -0.12024 -0.94107 -0.27 -0.22 0.46 0.1994
N -0.76874 0.20687 -1.84050 -0.08 0.22 -0.46 -0.3837
H 0.18169 -1.45854 0.67456 -0.20 0.07 -0.02 0.4071
H 0.60181 0.26120 0.96890 -0.11 -0.07 0.08 -0.1444
H 1.61386 -0.72959 -0.07588 0.00 -0.08 0.20 -0.3987
C -3.49029 0.28479 0.01129 0.23 0.32 0.39 -0.2383
C -2.63845 0.89411 1.03105 -0.09 -0.14 -0.27 0.3819
N -1.95015 1.36759 1.81437 0.24 0.14 0.27 -0.4121
H -4.42160 -0.01268 0.48887 -0.06 -0.11 -0.20 0.3701
H -2.95147 -0.56686 -0.39157 -0.17 -0.10 -0.05 -0.4338
H -3.66447 1.02212 -0.76995 -0.10 -0.10 -0.07 0.2839
C 2.16698 2.19660 -2.76372 0.24 0.28 0.23 -0.8815
C 2.65171 1.72944 -1.46841 -0.21 0.12 -0.48 0.4165
N 3.00997 1.36942 -0.44369 0.24 -0.14 0.49 -0.3340
H 1.43107 1.49982 -3.15316 -0.04 0.01 -0.07 0.2324
H 3.00773 2.31654 -3.44431 -0.03 -0.17 -0.07 0.3348
H 1.72496 3.18226 -2.62027 -0.16 -0.08 -0.06 0.2638
C -1.13542 -0.99181 4.46240 0.14 -0.18 -0.47 -0.7538
C 0.06384 -1.45922 3.76940 -0.40 -0.04 -0.01 0.5591
N 0.97730 -1.84745 3.19537 0.32 0.02 -0.06 -0.5026
H -1.08007 -1.32071 5.49619 -0.11 0.27 0.12 0.3434
H -2.00811 -1.42961 3.97778 0.05 -0.10 0.01 0.2492
H -1.19582 0.08788 4.34447 0.04 0.05 0.35 0.1382
C -4.11393 -4.25392 0.13627 -0.14 0.55 0.00 -0.8072
C -3.14827 -3.37838 0.79264 0.38 0.06 0.01 0.3706
N -2.38970 -2.68348 1.30728 -0.22 -0.06 -0.12 -0.3434
H -3.71674 -5.25787 0.02655 -0.09 -0.07 0.12 0.2970
H -4.33638 -3.86178 -0.85550 0.09 -0.07 -0.03 0.1876
H -5.03228 -4.20550 0.72087 0.00 -0.38 -0.01 0.3083
C 4.33906 -2.56503 -0.79345 -0.66 0.24 0.20 -0.0577
C 3.29491 -3.22596 -1.57236 -0.06 -0.11 -0.10 0.2008
N 2.46713 -3.72892 -2.19075 0.09 0.10 0.08 -0.4054
H 3.88322 -1.73982 -0.24430 0.07 0.10 -0.14 -0.3326
H 5.09449 -2.15319 -1.45413 0.24 -0.14 0.15 0.2906
H 4.72654 -3.23580 -0.03132 0.32 -0.10 -0.23 0.2802
```
Forces are in eV/Å.

Summary:
E = -41054.887 eV
Energy above the lowest of the compared OMol25 structures with the same formula, charge and spin = 0.00 kcal/mol
Largest force on an atom = 1.51 eV Å⁻¹
LUMO energy = 0.34 eV
SMILES = CC(C)=O.CC(C)=O.CC(C)=O.CC#N.CC#N.CC#N.CC#N.CC#N.CC#N.CC#N
HOMO-LUMO gap = 9.88 eV

[3]
This record from the Open Molecules 2025 dataset describes a structure of composition C23H39N7O6P3S2Sr. The level of theory is the ωB97M-V functional and the def2-TZVPD basis.

```
81
Properties=species:S:1:pos:R:3:forces:R:3:mulliken_charge:R:1
Sr -0.57900 0.06240 1.08857 0.18 0.62 0.99 0.6688
C 1.77985 -0.72744 5.18657 -0.02 0.45 -0.67 -1.5092
P 1.23815 -1.04162 3.40229 -1.80 2.28 2.08 0.9507
C 0.10812 -2.42293 3.92304 1.58 -1.53 -1.02 -0.9748
C 2.89791 -1.28791 2.74583 1.11 -2.01 0.66 -0.8884
C 2.87294 -2.32755 1.64367 0.69 0.06 0.73 -1.4594
P 1.71824 -1.86979 0.35888 -0.26 -0.35 -1.29 1.6048
C 2.62378 -0.41919 -0.38837 0.59 -0.99 0.06 -0.7890
C 2.10583 -3.41742 -0.60943 0.67 0.93 -0.25 -1.6622
H 2.33786 -1.60848 5.52638 -0.03 0.07 -0.01 0.4221
H 0.93318 -0.56676 5.85649 -0.03 0.02 -0.20 0.3822
H 2.43307 0.14903 5.23352 -0.06 -0.08 0.05 0.3624
H 0.62597 -3.12635 4.58802 -0.23 -0.05 0.07 0.4289
H -0.16879 -2.96732 3.01198 -0.24 -0.07 0.25 -0.0240
H -0.79876 -2.04855 4.39140 0.18 0.48 -0.15 0.3010
H 3.56880 -1.67900 3.52335 0.10 0.25 0.02 0.4722
H 3.30210 -0.33227 2.40826 -0.33 0.11 0.07 0.3594
H 2.49952 -3.26237 2.07910 0.17 -0.05 -0.13 0.3689
H 3.88281 -2.50213 1.25017 -0.11 -0.06 -0.07 0.5279
H 3.67192 -0.69316 -0.57319 -0.03 0.12 0.15 0.5528
H 2.57195 0.40455 0.32894 -0.03 -0.01 -0.06 0.2298
H 2.17531 -0.08999 -1.31632 -0.16 -0.07 0.05 -0.4460
H 3.19733 -3.55124 -0.63478 -0.18 -0.04 -0.01 0.5417
H 1.74530 -3.39638 -1.62475 -0.26 0.02 -0.31 0.3551
H 1.65347 -4.24404 -0.07896 -0.15 -0.18 0.11 0.3428
O -1.63534 -1.41037 -0.72414 -0.07 -1.07 -0.10 -0.6351
N -1.50116 -2.66364 -0.37572 -0.66 -0.41 0.27 0.7149
C -0.99114 -3.62105 -1.21060 -0.23 0.56 0.10 -0.4879
C -0.94001 -4.92673 -0.84628 -0.25 -0.92 0.90 -0.8285
C -1.41172 -5.33491 0.42740 0.64 -0.47 -1.17 -0.3786
C -1.92845 -4.41311 1.26638 0.07 1.20 -0.26 -0.9383
C -2.00078 -3.02852 0.86899 0.63 -3.04 -1.65 0.4242
S -2.69133 -1.90201 1.79437 -1.16 1.30 2.36 -0.3779
H -0.64044 -3.31588 -2.17706 -0.07 0.64 -0.11 0.6433
H -0.53625 -5.66195 -1.52881 0.04 0.11 -0.08 0.4217
H -1.36265 -6.38014 0.70955 -0.01 0.00 0.00 0.3576
H -2.31179 -4.71256 2.23175 -0.07 0.32 0.04 0.4357
N 2.96716 2.46617 -7.14790 -0.05 0.00 0.15 -0.6473
C 2.15148 1.98418 -6.10303 -0.21 -0.57 -0.40 1.0820
C 0.79796 2.31386 -6.06022 -0.14 0.06 0.28 -0.6442
C -0.03004 1.77923 -5.08097 0.34 -0.04 -0.18 -0.5173
C 0.48669 0.87932 -4.16500 -0.11 -0.01 0.46 -0.3438
C 1.81205 0.47988 -4.24292 -0.19 0.23 -0.24 -0.4071
C 2.63636 1.01971 -5.22220 0.03 0.06 0.31 -0.8482
S -0.56216 0.19804 -2.86055 -0.26 -0.04 -1.83 1.5475
O -1.88299 0.74825 -3.13098 0.31 0.07 0.57 -0.8581
O -0.42723 -1.22641 -3.12598 0.45 0.33 0.63 -0.7317
N 0.05502 0.61573 -1.45952 -0.16 0.47 0.86 0.3397
C 0.28959 1.93504 -1.15165 0.59 1.16 -0.76 -0.1379
N 0.39381 2.79649 -2.18616 -0.27 0.53 0.04 -0.3566
C 0.68744 4.06096 -1.92259 -0.14 -0.33 -0.45 -0.2992
C 0.89848 4.53819 -0.64966 -0.01 0.21 0.05 -1.0881
C 0.78354 3.60053 0.35914 0.09 -0.28 0.42 -0.4130
N 0.49820 2.33114 0.15142 0.20 -1.41 -2.61 0.3599
H 2.66236 3.36416 -7.49025 0.13 0.05 -0.01 0.2387
H 3.94505 2.46975 -6.90214 0.03 0.13 -0.06 0.2399
H 0.37817 3.00536 -6.78328 0.10 0.03 -0.04 0.2272
H -1.07086 2.06517 -5.02187 0.00 -0.02 0.09 0.4921
H 2.19377 -0.25108 -3.54125 0.01 -0.02 -0.04 0.3080
H 3.66764 0.68855 -5.28578 0.03 0.08 -0.06 0.2624
H 0.75801 4.70682 -2.79403 0.03 0.09 0.00 0.4243
H 1.14062 5.57323 -0.45412 0.01 0.00 0.03 0.3736
H 0.92928 3.85835 1.40402 -0.06 -0.18 0.12 0.5662
N -4.93730 -0.00736 1.15296 -0.23 0.59 1.28 -0.0120
C -4.11309 1.21745 0.97417 0.07 0.57 -1.05 -0.5828
P -3.30665 1.65993 2.56645 1.15 -1.21 2.29 0.8416
O -4.39589 2.03055 3.54034 -0.35 -0.08 -0.34 -0.8640
O -2.36076 0.52872 2.89862 -2.61 0.59 -0.18 -0.4711
C -2.40008 3.22408 2.30667 -0.62 1.26 -1.79 -0.2834
N -1.74121 3.63636 3.55527 -1.32 -0.40 1.29 -0.3151
H -5.42659 -0.32237 0.32185 0.14 0.01 -0.10 0.3828
H -5.59182 0.17272 1.92043 -0.12 0.03 -0.14 0.4205
H -4.29930 -0.75917 1.50945 0.36 -0.49 -0.53 -0.2395
H -4.77625 2.01567 0.63857 0.07 0.02 -0.09 0.4338
H -3.37916 0.99985 0.19486 -0.06 0.00 -0.05 0.1931
H -3.10259 4.03357 2.01725 -0.03 -0.26 0.27 0.4791
H -1.61387 3.11499 1.56068 0.13 -0.25 0.21 -0.1978
H -2.45584 3.68537 4.29660 0.11 0.28 -0.21 0.4110
H -1.21350 4.49914 3.50199 0.09 -0.05 -0.21 0.4000
H -1.11984 2.81774 3.77918 1.39 -1.00 -1.28 -0.0149
O -0.37141 1.78892 2.37569 0.85 1.64 1.89 -1.2201
```
Forces are in eV/Å.

Summary:
E = -97570.693 eV
Energy above the lowest of the compared OMol25 structures with the same formula, charge and spin = 172.02 kcal/mol
Largest force on an atom = 3.57 eV Å⁻¹
LUMO energy = 2.31 eV
Charge = -1
HOMO-LUMO gap = 4.31 eV